Here is a cluster of 2 separate species, C6H11IN3O2S in total in a non-equilibrium geometry from the Open Molecules 2025 dataset. Energies are from ωB97M-V with the def2-TZVPD basis set.

Results
Molecular weight in u: 316.144
2S+1: 1
Orbital gap (alpha / beta) in eV: 6.9234 / 6.9246
HOMO level (alpha / beta) in eV: -12.03 / -12.03
ΔE to the lowest compared entry with this formula, charge and spin in kJ/mol: 0.0
LUMO energy (alpha / beta) in Eh: -0.18763 / -0.18771
Total charge: +1

Geometry as XYZ:
```
24
Properties=species:S:1:pos:R:3:forces:R:3
C -0.61919 -0.82080 0.43749 -0.1994 1.2945 0.8722
C -0.96924 0.46574 -0.26252 2.8058 1.3593 1.3511
C 0.79951 -1.32736 0.13255 -1.4374 -1.0972 -2.3072
C -0.47558 2.92203 -0.67766 -0.3877 1.9162 0.6089
C 2.52060 -1.83213 -1.47797 0.0723 -1.2461 3.3120
C -0.32151 1.59564 0.04799 0.4527 2.2750 -0.4368
N 1.65635 -0.70303 2.05754 -0.1280 1.7649 -1.1052
N 1.69839 -1.50450 1.04404 0.7467 0.1053 1.0896
N 1.08557 -1.69400 -1.13071 -0.5768 0.3748 -0.8227
O -3.26229 0.44151 2.07142 1.8123 0.4026 1.9265
O -4.18846 -0.07097 -0.07199 -0.4687 0.1147 0.5327
S -4.41805 0.32634 1.29267 -1.7806 -0.4456 -2.5381
I -0.59285 -0.47056 2.62033 0.2061 -0.5751 -0.0922
H -1.43983 -1.49078 0.29803 -0.0107 -1.0654 -0.0232
H -1.51780 0.57340 -1.14637 -1.3004 -0.8063 -1.0507
H -0.87531 3.77072 -0.02571 0.2438 -1.4162 -0.0469
H -1.19485 2.95026 -1.48345 0.0763 -0.4173 -0.5544
H 0.46698 3.46215 -0.97396 -0.5057 -1.2683 -0.0353
H 3.02774 -2.58415 -0.71521 -1.1163 1.4864 -1.4538
H 3.04665 -0.87746 -1.35436 -0.1632 -0.2967 -0.5853
H 2.50400 -2.31632 -2.39701 0.6566 -0.2852 -1.8793
H 0.40079 1.84399 0.84246 -0.3741 -1.3496 0.1522
H 2.28839 -0.87726 2.82182 -0.1050 -1.2120 0.5870
H 0.37998 -1.78247 -1.94939 1.4816 0.3873 2.4985
```
Positions in Å, forces in eV/Å.

Here is a structure of composition C6H11N in a non-equilibrium geometry from the Open Molecules 2025 dataset. Energies are from ωB97M-V with the def2-TZVPD basis set.

Results
Molecular weight in u: 97.161
2S+1: 2
Orbital gap (alpha / beta) in eV: 5.5651 / 5.8415
HOMO level (alpha / beta) in eV: -1.20 / -1.55
ΔE to the lowest compared entry with this formula, charge and spin in kJ/mol: 393.6
LUMO energy (alpha / beta) in Eh: 0.16037 / 0.15785
Total charge: -1

Geometry as XYZ:
```
18
Properties=species:S:1:pos:R:3:forces:R:3
C -0.85347 -0.73369 -1.97203 0.5777 -0.5588 0.2034
C 0.26010 0.26666 -1.61121 0.3054 -0.6376 0.2604
C -0.05329 1.28207 -0.55732 -0.0918 0.4823 -0.0067
C -0.36081 0.99008 0.88341 -0.6278 -1.8795 -0.2404
C -0.34201 -0.44673 1.37599 1.5525 1.0481 1.8171
N 0.75201 -1.25575 0.94375 0.1148 0.3701 -0.6737
C 0.95798 -0.67033 2.23125 -0.5015 -0.8667 -0.2447
H -0.90823 -1.41358 -1.11625 -0.1804 0.0544 -0.0187
H -0.51000 -1.35384 -2.80972 -0.1995 0.1002 -0.0855
H -1.85888 -0.36982 -2.17212 0.0167 0.4321 -0.1276
H 1.05214 -0.39212 -1.22939 -0.1401 0.1324 0.1854
H 0.73974 0.76388 -2.46110 -0.5407 0.1562 -0.2589
H 0.81683 1.22268 0.37287 0.1123 0.6304 -0.0560
H -0.38747 2.24680 -0.92424 0.2070 0.2523 0.1597
H -0.67463 1.76980 1.56600 -0.0926 0.3351 -0.3070
H -1.20698 -0.75168 1.98383 -0.3604 -0.3864 -0.5644
H 1.41565 0.29460 2.51046 0.5364 -0.0387 -0.5816
H 1.16131 -1.44903 2.98584 -0.6880 0.3742 0.5393
```
Positions in Å, forces in eV/Å.

Here is the ion C6H11N with charge -1 in a non-equilibrium geometry from the Open Molecules 2025 dataset. Energies are from ωB97M-V with the def2-TZVPD basis set.

Results
Molecular weight in u: 97.161
2S+1: 2
Orbital gap (alpha / beta) in eV: 2.7427 / 8.2616
HOMO level (alpha / beta) in eV: 1.51 / -4.19
ΔE to the lowest compared entry with this formula, charge and spin in kJ/mol: 241.2
LUMO energy (alpha / beta) in Eh: 0.15631 / 0.14961
Total charge: -1

Geometry as XYZ:
```
18
Properties=species:S:1:pos:R:3:forces:R:3
C -1.31957 -0.79046 0.28694 -0.9265 0.1384 1.4208
C -0.50853 0.45457 -0.03676 1.2338 -0.2338 0.8132
C -0.72993 1.78743 0.16771 -0.2130 -0.2833 -0.4161
N -2.05880 2.16575 0.43189 -1.0272 1.8988 -2.4822
C 0.73109 0.03994 -0.67564 3.1881 1.1469 2.0550
C 1.67180 -0.81613 0.23854 -1.0170 0.3719 -3.3652
C 2.59832 -1.67267 -0.22958 0.8415 -0.9045 -0.6804
H -1.85921 -0.84731 1.36406 0.8288 0.5286 -2.3418
H -2.09848 -0.89597 -0.54862 0.6063 -0.5912 1.1189
H -0.57429 -1.65034 0.37052 -1.3101 0.8949 -0.6856
H -0.12589 2.67588 -0.12791 0.2208 -1.3476 0.0711
H -2.36556 1.92415 1.28762 -1.0096 -0.7965 3.7907
H -2.73435 1.73506 -0.18504 0.0660 -0.0596 -0.4213
H 1.37598 0.90128 -0.99834 -0.4382 0.0732 0.5884
H 0.45040 -0.23907 -1.63365 -0.1898 -2.0743 -2.0936
H 1.45417 -0.65106 1.24465 0.1702 0.3586 1.7066
H 3.37627 -2.19323 0.34728 -0.6168 0.3172 0.3120
H 2.71658 -1.92783 -1.30368 -0.4073 0.5623 0.6097
```
Positions in Å, forces in eV/Å.

Here is the ion C6H11N with charge -1 in a non-equilibrium geometry from the Open Molecules 2025 dataset. Energies are from ωB97M-V with the def2-TZVPD basis set.

Results
Molecular weight in u: 97.161
2S+1: 2
Orbital gap (alpha / beta) in eV: 2.4877 / 7.7409
HOMO level (alpha / beta) in eV: 1.46 / -3.82
ΔE to the lowest compared entry with this formula, charge and spin in kJ/mol: 275.0
LUMO energy (alpha / beta) in Eh: 0.14516 / 0.14410
Total charge: -1

Geometry as XYZ:
```
18
Properties=species:S:1:pos:R:3:forces:R:3
C -1.66864 1.53475 2.51681 1.0127 0.9057 -2.2953
C -1.39880 1.10303 1.02619 -0.9919 1.8342 0.0222
C -0.36892 0.40815 0.58333 0.6287 -2.3622 0.4330
N -0.29130 -0.15838 -0.69818 -2.1567 5.1806 1.9037
C 0.14956 -1.42829 -1.03222 1.2422 -1.2593 0.4862
C 2.28894 -0.31782 -1.08775 0.2854 -1.2347 -1.6243
C 1.52620 -1.34393 -1.59567 2.2026 2.3636 0.2123
H -2.75193 1.40417 2.54630 -0.0481 0.8203 0.6947
H -1.24102 0.86380 3.24995 0.2817 -0.3758 -0.0771
H -1.20928 2.57378 2.72285 -1.3839 -1.3253 -0.1647
H -2.07286 1.46214 0.17084 0.3708 -0.5587 1.7402
H 0.38875 0.10453 1.32379 -0.1621 -0.1614 -0.3981
H -0.84850 0.54589 -1.34455 1.2552 -2.7972 0.6788
H -0.60915 -1.69346 -1.68094 -1.1182 -1.5194 -2.4292
H 0.16470 -2.28921 -0.30887 -0.4600 1.3008 0.2228
H 1.94647 0.23387 -0.21188 0.1469 0.0457 -0.5414
H 3.21261 0.09316 -1.59340 -0.8372 -0.9770 0.7895
H 1.88923 -1.92545 -2.45090 -0.2681 0.1201 0.3470
```
Positions in Å, forces in eV/Å.

Here is an isolated molecule of C6H11N in a non-equilibrium geometry from the Open Molecules 2025 dataset. Energies are from ωB97M-V with the def2-TZVPD basis set.

Results
Molecular weight in u: 97.161
2S+1: 1
Orbital gap in eV: 9.6409
HOMO level in eV: -8.57
ΔE to the lowest compared entry with this formula, charge and spin in kJ/mol: 199.6
LUMO energy in Eh: 0.03928
SMILES: C=C/C(=C/C)NC

Geometry as XYZ:
```
18
Properties=species:S:1:pos:R:3:forces:R:3
C -1.56059 1.98481 -0.68595 -0.2014 -0.2801 -0.5825
C -0.38847 1.43375 -0.41265 0.3935 0.1141 0.8851
C -0.09756 0.08661 0.18917 0.3375 -0.3633 -0.4972
C 0.36040 0.02269 1.43587 -0.2025 -0.1135 0.3187
C 0.87242 -1.21078 2.11055 0.4464 -0.5940 -1.2128
N -0.02824 -1.10433 -0.63057 -0.1300 0.5122 0.5422
C 0.75240 -0.91353 -1.84575 -0.5081 -0.3797 -0.8221
H -1.70439 3.03770 -0.89322 0.3395 -0.0024 -0.2174
H -2.45386 1.38713 -0.81446 -0.1314 -0.1401 0.4806
H 0.52288 2.02454 -0.40493 -0.2229 0.4866 -0.0858
H 0.40586 0.91460 2.04765 -0.1435 0.2652 -0.1751
H 1.84321 -1.47454 1.66244 0.2190 0.4095 0.4831
H 0.33754 -2.10674 1.79888 -0.5602 0.1088 0.4589
H 0.95132 -1.09583 3.18291 -0.0006 -0.1536 0.1258
H -0.95873 -1.43127 -0.85219 -0.0130 -0.0336 -0.0682
H 1.28044 -1.83006 -2.09676 0.2572 -0.0921 0.1124
H 1.46894 -0.10006 -1.77302 0.0301 -0.0044 0.2381
H 0.11085 -0.71396 -2.71333 0.0906 0.2604 0.0162
```
Positions in Å, forces in eV/Å.

Here is a structure of composition C6H11N in a non-equilibrium geometry from the Open Molecules 2025 dataset. Energies are from ωB97M-V with the def2-TZVPD basis set.

Results
Molecular weight in u: 97.161
2S+1: 1
Orbital gap (alpha / beta) in eV: 7.1214 / 7.3350
HOMO level (alpha / beta) in eV: -7.07 / -7.26
ΔE to the lowest compared entry with this formula, charge and spin in kJ/mol: 453.1
LUMO energy (alpha / beta) in Eh: 0.00175 / 0.00266

Geometry as XYZ:
```
18
Properties=species:S:1:pos:R:3:forces:R:3
C 1.00319 0.56857 0.45612 1.8283 -0.3237 4.6771
C 0.35187 -0.74999 0.72038 0.4519 1.3009 -3.9278
C 0.57040 1.72439 1.04632 -0.3448 0.6105 -0.6890
C -0.94300 -0.77416 1.47571 -0.3644 0.0351 -0.9913
C -0.74082 0.18021 -1.71200 -0.1389 0.2861 0.1446
C 0.46951 -0.45127 -1.07524 -2.4601 -2.7365 0.8066
N 1.32687 -1.14289 -1.69821 0.4140 -0.5234 0.7042
H 2.08764 0.42472 0.43117 -0.1211 0.2426 0.0166
H 1.05921 -1.54664 0.94987 -0.0853 0.2631 -0.4435
H 1.07107 -1.34313 -2.66538 0.3043 0.9095 -0.1437
H -0.43217 2.11465 0.97122 -0.5256 -0.5895 0.4600
H 1.18342 2.28312 1.73552 0.7961 0.7044 -0.9813
H -1.62152 0.01049 1.12971 -0.0022 -0.1791 -0.0149
H -0.79582 -0.58237 2.54139 0.3099 -0.0239 0.0210
H -1.42878 -1.74146 1.33799 -0.1322 0.0643 0.1895
H -0.73508 0.04398 -2.79359 0.1836 -0.0706 0.0088
H -1.65594 -0.27125 -1.32796 -0.0101 0.0466 0.0900
H -0.77005 1.25303 -1.52300 -0.1033 -0.0162 0.0731
```
Positions in Å, forces in eV/Å.

Here is an isolated molecule of C6H11N in a non-equilibrium geometry from the Open Molecules 2025 dataset. Energies are from ωB97M-V with the def2-TZVPD basis set.

Results
Molecular weight in u: 97.161
2S+1: 1
Orbital gap in eV: 8.2839
HOMO level in eV: -7.76
ΔE to the lowest compared entry with this formula, charge and spin in kJ/mol: 355.1
LUMO energy in Eh: 0.01925
SMILES: C=N/C=C/CCC

Geometry as XYZ:
```
18
Properties=species:S:1:pos:R:3:forces:R:3
C -2.35456 -0.58409 -2.53833 0.5377 -0.2548 -0.3795
N -1.11503 -0.83617 -2.44010 -1.1635 0.3127 1.2429
C -0.46486 -0.77819 -1.16471 -1.8717 0.1150 -0.5942
C -0.51261 0.40207 -0.47709 1.6677 -1.0552 0.6285
C 0.76148 1.02210 0.06188 -1.0707 0.9765 1.7270
C 1.61970 0.20611 1.01617 0.5114 -0.8828 -0.6541
C 0.93220 -0.18437 2.33100 0.3435 0.0090 -1.1540
H -3.01237 -0.57861 -1.67001 -0.1157 0.3212 0.0003
H -2.74569 -0.35120 -3.52412 -0.2637 -0.3175 -0.0011
H -0.23018 -1.76842 -0.78645 1.9459 0.2909 -0.4240
H -1.42814 0.88055 -0.14326 -0.2574 0.7564 -1.7819
H 0.39951 1.93028 0.57332 0.2097 -0.1586 0.3667
H 1.33763 1.50072 -0.73382 0.0926 -0.6681 -0.3423
H 2.56825 0.71620 1.19796 -0.1056 0.1711 0.1316
H 1.90693 -0.70096 0.46664 0.0752 -0.0547 0.1635
H 1.62856 -0.69588 2.98851 0.1610 0.3863 0.3285
H 0.54089 0.75551 2.71347 -0.2765 -0.3292 0.6884
H 0.16829 -0.93565 2.12895 -0.4197 0.3819 0.0536
```
Positions in Å, forces in eV/Å.

Here is a cluster of 2 separate species, C6H11N in total in a non-equilibrium geometry from the Open Molecules 2025 dataset. Energies are from ωB97M-V with the def2-TZVPD basis set.

Results
Molecular weight in u: 97.161
2S+1: 1
Orbital gap in eV: 8.7246
HOMO level in eV: -9.15
ΔE to the lowest compared entry with this formula, charge and spin in kJ/mol: 448.8
LUMO energy in Eh: -0.01549

Geometry as XYZ:
```
18
Properties=species:S:1:pos:R:3:forces:R:3
C 2.21557 0.38406 -0.06735 0.0842 0.0604 0.0198
C 1.13470 -0.66252 -0.31968 0.1184 -0.0542 -0.0529
C -0.29564 -0.10538 -0.31162 0.0261 -0.0227 -0.1382
C -2.41754 -1.38086 1.22558 -0.1533 0.0822 0.4187
C -0.54357 1.05948 -1.27335 -0.0091 0.0948 -0.0892
C -0.70945 0.25023 1.06252 -0.2994 0.2500 0.8955
N -0.95982 0.61484 2.14231 -0.0226 -0.7091 -1.2125
H 2.20993 1.16096 -0.84085 0.0259 -0.1576 0.1400
H 3.21032 -0.07153 -0.06412 -0.1423 0.0353 -0.0137
H 2.07742 0.87472 0.90210 -0.0230 -0.0512 -0.0930
H 1.19760 -1.47121 0.42343 -0.0011 0.2058 -0.1888
H 1.28210 -1.12767 -1.30331 0.0198 0.0805 0.1556
H -2.26398 -1.87282 2.20848 -0.0663 0.2573 -0.1038
H -3.32491 -0.75511 1.36410 0.2478 -0.0697 0.1575
H -0.97458 -0.91744 -0.57301 0.1346 0.1089 -0.0244
H -1.59246 1.37508 -1.21804 0.2397 -0.0565 -0.0690
H 0.08850 1.92853 -1.06289 -0.1310 -0.1702 0.0120
H -0.33420 0.71662 -2.29432 -0.0483 0.1160 0.1864
```
Positions in Å, forces in eV/Å.